Density functional theory data (ωB97M-V/def2-TZVPD) for one molecule with the formula C4H9NOS at a distorted geometry.

```
! RIJCOSX wB97M-V def2-TZVPD def2/J DEFGRID3
* xyz 0 1
O -2.53 -0.57 -1.83
C -1.70 -0.68 -0.97
N -1.49 0.25 0.00
C -0.55 0.25 1.11
C 0.79 -0.47 0.85
C 1.69 0.23 -0.11
S 1.41 0.04 -1.96
H -1.04 -1.54 -0.85
H -2.17 1.00 -0.03
H -1.07 -0.05 2.02
H -0.27 1.30 1.27
H 0.60 -1.53 0.66
H 1.30 -0.46 1.82
H 2.71 -0.16 -0.06
H 1.75 1.29 0.12
H 0.57 1.09 -2.04
*
```

Energy above the lowest of the compared OMol25 structures with the same formula, charge and spin   0.882 eV
Frontier orbital gap   0.3630 hartree
SMILES   O=CNCCCS
E_tot   -18666.6445 eV
F_max   1.55 eV Å⁻¹

Here are the Löwdin charges for atoms 1 to 2, given in e: 0.0239 -0.4214